A molecular structure, C41H53CdGeN6O7S2Si3 at a distorted geometry. Source: OMol25; level of theory: the ωB97M-V functional and the def2-TZVPD basis.

The value obtained for the max |F| is 1.64 eV/A. For the HOMO energy (spin up / spin down), the calculation gives -2.24 / -2.23 eV. For the energy above the lowest of the compared OMol25 structures with the same formula, charge and spin, the calculation gives 68.15 kcal/mol. For the LUMO energy (spin up / spin down), the calculation gives 4.02 / 2.61 eV. The orbital gap (spin up / spin down) is 6.3 / 4.8 eV. Its multiplicity is 2. As for the charge: -2.

Geometry as XYZ:
```
114
Properties=species:S:1:pos:R:3:forces:R:3:mulliken_spin:R:1
Cd -0.289 0.436 0.534 -1.193 0.046 0.737 0.290
C -2.996 3.738 1.267 0.025 0.112 -0.041 -0.001
O -2.015 4.779 1.213 -0.231 -0.107 0.014 0.000
C -0.687 4.539 1.442 -0.001 0.023 0.009 -0.002
C 0.113 5.657 1.398 0.172 0.068 0.014 0.004
C 1.498 5.586 1.602 -0.049 -0.015 0.052 -0.002
C 2.070 4.358 1.845 0.004 -0.021 -0.069 0.004
C 1.290 3.192 1.875 -0.020 -0.115 -0.091 -0.005
C 1.969 1.921 2.089 -0.165 0.350 0.102 0.019
N 1.398 0.787 1.956 0.255 -0.256 -0.108 -0.011
N 2.136 -0.355 2.216 -0.121 -0.082 0.044 0.022
C 1.396 -1.429 2.052 -0.350 -0.065 -0.094 -0.003
O 0.147 -1.481 1.686 0.803 0.173 0.350 0.094
C 2.145 -2.767 2.076 -0.430 0.262 -0.225 -0.018
C 4.445 -3.813 2.731 -0.261 -0.075 0.098 0.003
C 4.028 -5.189 3.169 0.081 0.140 -0.070 -0.001
C 2.791 -5.684 3.265 -0.229 0.092 0.006 0.000
C 1.491 -5.074 2.945 0.204 -0.067 -0.043 0.001
C 1.211 -3.871 2.421 0.102 0.111 0.048 0.005
C -0.134 3.242 1.696 0.174 -0.343 0.305 0.005
O -0.877 2.193 1.801 -0.021 0.398 -0.167 -0.003
H -3.940 4.240 1.049 -0.012 0.064 -0.018 0.000
H -3.047 3.278 2.250 0.027 -0.028 0.066 0.000
H -2.820 2.953 0.537 0.054 -0.045 -0.029 0.002
H -0.366 6.610 1.194 0.001 -0.050 -0.015 0.000
H 2.100 6.487 1.575 -0.022 -0.032 -0.028 0.000
H 3.143 4.270 1.996 -0.038 -0.004 -0.007 0.001
H 3.020 1.947 2.384 0.062 0.001 0.119 0.001
H 4.749 -3.848 1.681 0.094 0.026 0.049 -0.001
H 4.846 -5.849 3.449 -0.042 -0.031 -0.018 0.000
H 2.717 -6.708 3.622 -0.005 -0.012 0.000 0.000
H 0.638 -5.720 3.131 0.024 -0.016 -0.006 0.000
H 0.171 -3.648 2.213 0.078 0.027 0.084 -0.001
N -1.170 7.911 -3.224 0.082 -0.088 0.241 0.000
C -0.840 6.611 -2.785 -0.067 0.046 0.009 0.000
C -1.829 5.749 -2.323 -0.018 -0.015 0.022 0.000
C -1.505 4.467 -1.906 0.102 -0.010 0.028 -0.002
C -0.181 4.046 -1.924 -0.106 -0.035 -0.153 0.011
C 0.814 4.914 -2.349 0.143 -0.119 0.130 -0.001
C 0.488 6.189 -2.770 0.081 0.109 -0.003 0.000
S 0.152 2.302 -1.816 -0.447 0.195 -0.687 -0.087
O 1.409 2.052 -1.149 0.155 0.123 0.037 0.000
O -1.025 1.767 -1.105 0.355 0.259 -0.194 -0.092
N 0.234 1.928 -3.331 -0.336 -0.533 -0.047 0.008
C -0.872 1.425 -3.970 -0.037 0.113 0.095 -0.007
N -1.612 0.452 -3.387 0.000 0.090 -0.117 -0.004
C -2.782 0.165 -3.937 0.197 -0.064 0.123 0.002
C -3.216 0.738 -5.123 0.007 0.052 -0.026 0.000
C -2.303 1.576 -5.742 0.211 0.009 0.096 0.000
N -1.146 1.930 -5.196 -0.070 -0.010 0.024 0.001
H -2.116 7.989 -3.556 -0.084 0.007 -0.072 0.000
H -0.514 8.290 -3.886 0.027 0.004 -0.083 0.000
H -2.865 6.076 -2.309 0.063 -0.019 0.016 0.000
H -2.277 3.779 -1.581 0.051 0.055 -0.026 0.003
H 1.844 4.573 -2.362 -0.086 0.029 -0.034 0.000
H 1.266 6.865 -3.114 -0.022 -0.036 0.042 0.000
H -3.386 -0.571 -3.409 0.083 0.048 0.005 0.002
H -4.186 0.520 -5.550 0.038 -0.043 -0.030 0.000
H -2.508 1.994 -6.725 -0.012 0.008 0.001 0.000
C 0.443 -1.910 -4.787 -0.370 0.094 0.107 0.013
Si 1.568 -1.817 -3.276 0.167 0.177 -0.295 0.047
C 2.805 -0.440 -3.557 -0.016 0.279 0.159 -0.008
C 2.610 -3.389 -3.459 0.003 -0.314 0.312 0.058
Ge 0.528 -1.778 -1.055 0.745 -1.366 -0.514 0.628
Si -1.113 -3.527 -1.039 -0.607 -0.115 -0.004 0.000
C -1.913 -3.886 0.620 0.108 0.201 0.307 -0.006
C -0.329 -5.137 -1.637 0.397 -0.048 -0.086 0.036
C -2.536 -3.255 -2.232 -0.072 0.304 -0.257 -0.001
Si 2.441 -2.802 0.122 0.331 0.030 0.507 -0.064
C 3.975 -1.752 -0.186 0.024 0.204 -0.209 0.008
C 2.964 -4.579 -0.271 -0.246 -0.214 -0.308 0.015
C 3.410 -2.704 2.937 0.022 -0.213 -0.165 -0.001
H 0.964 -2.425 -5.603 -0.013 0.059 0.113 0.002
H 0.169 -0.909 -5.127 -0.046 -0.019 0.000 0.001
H -0.487 -2.450 -4.574 0.124 0.050 -0.087 -0.002
H 3.225 -0.508 -4.569 -0.039 -0.048 0.081 0.000
H 3.623 -0.494 -2.832 -0.077 0.014 -0.093 -0.001
H 2.319 0.533 -3.446 0.055 -0.016 -0.037 0.002
H 2.971 -3.447 -4.494 -0.053 0.081 0.089 0.005
H 2.038 -4.301 -3.245 0.123 0.122 -0.111 -0.005
H 3.480 -3.379 -2.792 -0.094 -0.012 -0.161 -0.009
H -1.375 -4.665 1.170 -0.074 0.054 -0.066 0.000
H -2.947 -4.211 0.468 0.082 0.008 -0.023 -0.001
H -1.930 -2.978 1.234 -0.025 -0.153 -0.064 0.001
H 0.555 -5.412 -1.052 -0.152 -0.026 -0.087 -0.006
H -0.026 -5.057 -2.688 -0.061 -0.057 0.119 0.001
H -1.065 -5.948 -1.552 0.038 0.115 -0.003 0.001
H -3.188 -2.463 -1.850 0.095 -0.056 -0.066 0.003
H -3.124 -4.177 -2.327 0.099 0.048 0.039 0.000
H -2.187 -2.960 -3.230 -0.094 -0.038 0.122 0.001
H 4.379 -1.984 -1.181 -0.007 0.046 0.142 0.003
H 4.764 -1.921 0.553 -0.077 -0.030 -0.058 -0.002
H 3.711 -0.691 -0.166 0.072 -0.066 0.016 -0.004
H 2.851 -4.799 -1.336 0.042 -0.071 0.204 0.000
H 2.363 -5.302 0.291 0.116 0.105 -0.020 -0.002
H 4.018 -4.728 -0.011 -0.125 0.048 -0.015 0.002
H 3.881 -1.741 2.760 0.007 0.024 0.026 -0.001
H 5.341 -3.542 3.296 0.086 0.017 0.001 0.000
H 3.094 -2.722 3.986 0.023 0.069 -0.003 -0.001
O -8.722 -3.744 1.125 -0.059 0.003 -0.115 0.000
C -7.746 -3.361 2.000 0.072 0.091 -0.220 0.000
O -7.877 -3.685 3.150 0.048 -0.041 0.348 0.001
C -6.614 -2.589 1.448 -0.050 0.000 -0.074 0.007
C -5.546 -2.278 2.295 0.138 0.021 0.111 -0.002
C -4.448 -1.574 1.847 -0.050 -0.008 -0.054 0.006
C -4.352 -1.116 0.511 0.086 -0.143 0.336 0.003
S -3.016 -0.218 -0.100 -0.032 0.107 -0.340 0.032
C -5.448 -1.419 -0.330 -0.022 -0.038 0.053 0.006
C -6.536 -2.136 0.125 0.037 0.034 -0.034 -0.002
H -8.478 -3.455 0.241 0.018 0.007 -0.058 0.000
H -5.607 -2.613 3.324 0.057 0.016 -0.034 0.000
H -3.628 -1.348 2.518 -0.035 -0.022 0.003 0.001
H -5.418 -1.064 -1.354 -0.008 -0.037 0.028 0.001
H -7.339 -2.319 -0.586 0.010 0.019 -0.026 0.000
```
Forces are in eV/Å.

***

2 unconnected molecules or ions with the total composition C6H13NO at a distorted geometry. Source: OMol25; level of theory: the ωB97M-V functional and the def2-TZVPD basis.

The value obtained for the max |F| is 1.95 eV/A. For the HOMO energy (spin up / spin down), the calculation gives -12.87 / -14.06 eV. For the energy above the lowest of the compared OMol25 structures with the same formula, charge and spin, the calculation gives 0.00 kcal/mol. For the LUMO energy (spin up / spin down), the calculation gives -3.69 / -6.38 eV. The orbital gap (spin up / spin down) is 9.2 / 7.7 eV. Its multiplicity is 2. As for the charge: +1.

Geometry as XYZ:
```
21
Properties=species:S:1:pos:R:3:forces:R:3:mulliken_spin:R:1
C 0.133 1.134 -0.094 -0.199 0.077 -0.499 0.016
N -0.768 0.838 -2.904 -0.767 -1.308 -0.298 0.206
C -0.759 -0.188 -2.084 0.363 -0.706 0.455 0.141
C -0.195 -0.144 -0.807 1.000 0.142 0.316 0.266
C 0.259 -1.367 -0.242 -0.875 -0.196 0.003 0.001
C 1.204 -1.456 0.729 -0.031 0.068 0.701 0.283
C 1.544 -2.684 1.509 0.072 0.721 -0.687 0.003
H -0.334 2.034 -0.489 -0.504 -0.185 0.035 0.002
H 1.183 1.365 -0.176 0.668 -0.135 0.220 0.020
H -0.131 0.992 0.949 0.065 0.302 0.096 -0.002
H -0.087 1.537 -2.758 0.295 1.301 0.037 -0.003
H -1.181 0.701 -3.814 0.199 0.339 -0.146 -0.014
H -1.067 -1.167 -2.437 -0.460 0.221 -0.189 0.008
H -0.238 -2.289 -0.536 0.110 0.013 -0.301 0.008
H 1.754 -0.565 1.001 -0.055 0.170 0.041 0.018
H 2.571 -2.579 1.847 0.045 -0.422 0.055 0.005
H 1.388 -3.547 0.874 0.121 -0.415 0.139 0.008
H 0.902 -2.763 2.389 -0.049 0.033 0.016 0.034
H -2.802 3.737 2.426 -0.494 -0.624 0.547 0.000
H -1.479 2.801 2.443 -0.569 -0.535 0.634 0.000
O -1.897 3.608 2.176 1.065 1.138 -1.178 0.000
```
Forces are in eV/Å.